(1)
Computed, not measured: 2 unconnected molecules or ions with the total composition C16H17NO at a distorted geometry, with wB97M-V/def2-TZVPD.

Computed properties:
2S+1 = 1
Gap between HOMO and LUMO = 8.622 eV
Relative energy (zero: lowest compared OMol25 entry of this formula, charge and spin) = 133.3 kJ/mol
Structure (SMILES) = Cc1c[nH]c2ccccc12.Cc1ccc(O)cc1

Positions of all 35 atoms, in Å:
1 O 3.25 3.33 1.41
2 N -2.29 0.28 1.40
3 C 3.32 3.11 -0.97
4 C -3.58 0.12 0.93
5 C -0.66 -3.47 0.63
6 C 0.20 -2.47 1.11
7 C -2.49 -1.85 0.50
8 C 2.35 1.13 -2.02
9 C -3.72 -1.07 0.29
10 C -1.95 -3.10 0.20
11 C -1.64 -0.91 1.15
12 C 2.15 0.60 -0.75
13 C 3.00 2.61 0.27
14 C 3.01 2.35 -2.11
15 C -5.10 -1.55 -0.10
16 C 2.42 1.35 0.37
17 C 2.04 0.33 -3.28
18 C -0.29 -1.19 1.32
19 H 2.59 0.72 -4.12
20 H -5.22 -1.59 -1.18
21 H 3.13 2.81 -3.08
22 H -0.44 -4.47 0.28
23 H -5.25 -2.63 -0.04
24 H 2.11 -0.71 -2.96
25 H 3.29 2.79 2.22
26 H -1.98 0.90 2.12
27 H 3.86 4.04 -1.01
28 H -2.63 -3.84 -0.20
29 H 0.35 -0.37 1.62
30 H 1.22 -2.77 1.28
31 H 1.01 0.50 -3.57
32 H -5.76 -1.05 0.59
33 H 1.66 -0.37 -0.66
34 H 2.28 1.03 1.40
35 H -4.39 0.77 1.20

=====

(2)
Computed, not measured: a molecular structure, C17H21MnN6O4S, with wB97M-V/def2-TZVPD.

Computed properties:
2S+1 = 5
Gap between HOMO and LUMO (spin up / spin down) = 6.750 / 6.953 eV
<S²> = 6.158
Relative energy (zero: lowest compared OMol25 entry of this formula, charge and spin) = 69.8 kJ/mol

Positions of all 50 atoms, in Å:
1 Mn -0.41 0.07 0.06
2 S 0.97 0.68 -1.78
3 O -0.98 -1.55 -0.83
4 O -2.14 1.41 -0.50
5 O 0.13 -3.41 -1.34
6 O -2.41 3.51 -0.20
7 N -0.20 4.80 -0.10
8 N -0.44 2.47 0.32
9 N 1.60 3.53 0.44
10 N 1.08 -0.96 1.42
11 N -1.73 2.51 -0.15
12 N 2.25 2.30 0.54
13 C -3.43 -0.32 3.21
14 C -0.24 -2.28 -1.63
15 C -1.75 -2.01 3.47
16 C 0.27 3.59 0.22
17 C 2.25 -1.50 0.71
18 C -1.06 -1.50 2.38
19 C -0.11 -2.50 -4.08
20 C -2.94 -1.42 3.89
21 C 0.85 0.06 -4.42
22 C 0.23 -2.08 1.89
23 C -2.74 0.20 2.12
24 C 0.63 -0.74 -5.53
25 C 1.53 -0.19 2.59
26 C 0.15 -2.04 -5.36
27 C 0.58 -0.40 -3.13
28 C -1.56 -0.39 1.70
29 C 0.09 -1.69 -2.97
30 H -0.46 -3.51 -3.93
31 H 2.14 0.64 2.26
32 H -1.20 4.91 -0.22
33 H 0.84 -0.36 -6.52
34 H 2.13 4.34 0.16
35 H 0.67 0.19 3.13
36 H 0.43 5.56 -0.30
37 H 1.23 1.07 -4.55
38 H 2.85 -0.68 0.33
39 H 2.55 1.97 -0.37
40 H 2.86 -2.11 1.40
41 H 3.03 2.40 1.17
42 H -0.02 -2.67 -6.22
43 H 1.93 -2.12 -0.12
44 H 0.75 -2.64 2.68
45 H -3.47 -1.83 4.74
46 H -3.17 1.04 1.59
47 H -4.35 0.14 3.53
48 H 0.05 -2.75 1.05
49 H -1.36 -2.88 4.00
50 H 2.12 -0.83 3.25